1.
{
  "formula": "C13H15ErI2N6O",
  "method": "ωB97M-V/def2-TZVPD",
  "species": ["Er", "C", "N", "C", "C", "N", "N", "C", "N", "N", "H", "H", "H", "H", "H", "H", "H", "H", "H", "H", "H", "I", "C", "C", "C", "I", "C", "C", "C", "C", "N", "C", "C", "O", "H", "H", "H", "H"],
  "coordinates": [[-0.24592, -0.15415, 0.16992], [4.78849, -0.33012, 0.42296], [4.20477, 1.01032, 0.28606], [5.14918, 2.06735, -0.10591], [2.87511, 1.13360, 0.23779], [2.04231, 0.12161, 0.32436], [2.39837, 2.43294, 0.11606], [1.13250, 2.91327, -0.15574], [1.08485, 4.24719, -0.27424], [0.08304, 2.14630, -0.29002], [5.81752, -0.22241, 0.74811], [4.76889, -0.86769, -0.52713], [4.26699, -0.90079, 1.19019], [6.11621, 1.81295, 0.31467], [4.89828, 3.03890, 0.31755], [5.22752, 2.14382, -1.19035], [2.55436, -0.75489, 0.31466], [3.10089, 3.14346, 0.22035], [1.89945, 4.83079, -0.18766], [0.20996, 4.71342, -0.44599], [-0.71585, 2.71464, -0.55676], [-0.59534, -5.35442, -0.38597], [-2.09514, -3.95377, -0.23344], [-3.44571, -4.40404, -0.21271], [-4.49342, -3.53482, -0.12458], [-6.41718, -4.28907, -0.11521], [-4.23045, -2.13066, -0.03943], [-5.23242, -1.14589, 0.05274], [-4.90691, 0.18521, 0.13761], [-3.55969, 0.53616, 0.13702], [-2.57302, -0.34831, 0.04819], [-2.89290, -1.69087, -0.05094], [-1.82149, -2.62116, -0.16389], [-0.56518, -2.09718, -0.18806], [-3.62388, -5.46851, -0.27511], [-6.26975, -1.45548, 0.05623], [-5.66231, 0.95309, 0.20924], [-3.27216, 1.57920, 0.21944]],
  "forces_ev_per_a": [[0.628, 0.712, 0.272], [-0.065, 0.050, 0.053], [0.013, -0.047, -0.050], [-0.111, 0.001, 0.120], [0.116, 0.051, -0.037], [-0.141, -0.044, -0.066], [-0.125, -0.066, 0.021], [0.162, 0.057, -0.021], [-0.014, -0.082, 0.012], [-0.091, -0.119, -0.059], [0.019, -0.018, -0.027], [0.007, -0.023, 0.012], [0.038, 0.011, 0.018], [0.044, 0.001, -0.084], [-0.011, -0.006, 0.029], [0.020, 0.012, -0.004], [-0.018, 0.026, 0.032], [0.033, 0.030, -0.007], [-0.014, 0.034, -0.025], [0.011, 0.018, 0.000], [0.003, -0.014, -0.013], [0.199, -0.054, -0.008], [-0.506, -0.159, -0.031], [0.198, 0.069, -0.002], [0.355, 0.162, 0.002], [-0.223, -0.063, 0.003], [-0.265, -0.078, -0.005], [-0.049, -0.061, -0.001], [0.188, 0.004, -0.006], [-0.106, 0.062, 0.027], [-0.081, -0.240, 0.000], [-0.110, -0.060, -0.015], [0.372, 0.383, -0.031], [-0.409, -0.544, -0.108], [-0.035, 0.003, 0.003], [0.001, 0.011, 0.002], [-0.019, -0.011, -0.001], [-0.013, -0.007, -0.005]],
  "mulliken_charge": [1.323, -1.133, 0.057, -1.047, 0.659, -0.632, 0.060, 0.632, -0.346, -0.544, 0.272, 0.410, 0.471, 0.322, 0.407, 0.365, 0.166, 0.024, 0.176, 0.212, 0.119, 0.165, -0.684, -0.262, -0.611, 0.197, 0.904, -0.345, -1.059, 0.107, -0.283, 0.207, 1.091, -0.772, 0.360, 0.247, 0.408, 0.357],
  "e_above_lowest_ev": 0.787,
  "e_homo_ha": [-0.481, -0.481],
  "total_charge": 2,
  "lumo_ev": [-6.773, -6.672],
  "homo_lumo_gap_ev": [6.324, 6.429],
  "multiplicity": 4
}

2.
{
  "formula": "C13H15F6N2O5PtSb",
  "method": "ωB97M-V/def2-TZVPD",
  "species": ["Pt", "O", "C", "C", "C", "C", "C", "C", "C", "O", "N", "O", "O", "H", "H", "H", "H", "O", "C", "C", "C", "C", "C", "C", "N", "H", "H", "H", "H", "H", "H", "H", "H", "H", "H", "H", "F", "Sb", "F", "F", "F", "F", "F"],
  "coordinates": [[-0.22484, -1.53573, 0.56338], [-2.11004, -0.77633, 1.40875], [-2.12553, 0.06079, 2.29477], [-1.12820, 1.11648, 2.53033], [-1.44146, 2.04376, 3.48311], [-0.55689, 3.09481, 3.76379], [0.67302, 3.24201, 3.12895], [1.02163, 2.33315, 2.16889], [0.13495, 1.24833, 1.80802], [0.51027, 0.48273, 0.89270], [-0.95166, 4.08734, 4.79164], [-2.02001, 3.90720, 5.33269], [-0.22272, 5.04166, 4.92722], [-2.97354, 0.05357, 2.99013], [-2.37022, 1.98020, 4.03687], [1.32187, 4.06029, 3.40619], [1.97022, 2.38561, 1.65152], [-0.00397, -1.97796, -1.53521], [0.74598, -1.35442, -2.30749], [1.20527, -1.97368, -3.58031], [0.19449, -1.48218, -4.65185], [-0.09474, 0.03019, -4.71101], [-0.95836, 0.59912, -3.56324], [-0.19861, 0.83843, -2.23698], [0.99486, -0.02980, -2.17212], [1.19211, -3.05861, -3.51850], [2.21645, -1.63375, -3.81534], [-0.74977, -2.00794, -4.48890], [0.57329, -1.80938, -5.61972], [-0.64113, 0.20379, -5.63790], [0.83811, 0.59716, -4.81288], [-1.78811, -0.08913, -3.38314], [-1.39864, 1.54347, -3.88360], [-0.83915, 0.62667, -1.38393], [0.14665, 1.86642, -2.14889], [1.70518, 0.27844, -2.81819], [-0.38086, -3.76013, 1.33326], [1.12324, -3.55638, 2.54888], [1.90850, -5.12296, 1.97554], [0.12614, -4.24376, 3.94064], [2.54952, -2.88216, 3.51042], [0.22221, -1.81308, 2.80583], [1.80451, -2.61425, 0.97567]],
  "forces_ev_per_a": [[0.206, -0.025, -0.089], [-0.064, -0.103, -0.142], [0.037, 0.125, -0.023], [0.105, -0.149, -0.079], [-0.085, 0.021, 0.172], [0.178, -0.080, 0.118], [-0.059, 0.069, 0.117], [-0.050, -0.032, -0.070], [-0.026, 0.011, 0.059], [0.065, 0.042, -0.086], [-0.376, 0.383, -0.485], [0.154, -0.139, 0.155], [0.111, -0.171, 0.179], [-0.064, 0.092, -0.025], [0.023, 0.057, 0.020], [-0.012, 0.015, 0.012], [-0.032, -0.024, -0.028], [-0.146, 0.135, 0.257], [-0.073, -0.066, -0.249], [-0.029, -0.056, 0.001], [-0.018, 0.031, 0.030], [-0.034, -0.005, 0.083], [0.140, -0.062, 0.055], [-0.073, -0.051, -0.176], [0.036, 0.032, 0.283], [0.052, 0.000, 0.031], [-0.020, 0.015, -0.035], [0.013, -0.010, -0.016], [0.001, 0.007, -0.006], [0.006, 0.014, -0.017], [-0.024, -0.002, -0.021], [-0.001, 0.003, -0.023], [-0.039, -0.010, 0.006], [0.001, 0.047, 0.047], [0.040, -0.013, 0.000], [0.018, 0.043, -0.072], [-0.080, -0.216, 0.008], [-0.187, 0.348, -0.578], [0.072, -0.188, 0.077], [0.034, -0.120, 0.215], [0.145, -0.096, 0.257], [-0.077, 0.127, 0.108], [0.129, 0.001, -0.069]],
  "mulliken_charge": [2.136, -0.565, -0.248, 0.487, -0.525, -0.233, -0.479, -0.475, 0.705, -0.707, 1.016, -0.569, -0.562, 0.403, 0.551, 0.519, 0.525, -0.849, 0.690, -0.902, -0.496, -0.816, -0.712, -0.492, -0.159, 0.383, 0.362, 0.305, 0.389, 0.383, 0.268, 0.308, 0.468, -0.030, 0.568, 0.414, -0.650, 2.509, -0.493, -0.502, -0.518, -0.686, -0.718],
  "e_above_lowest_ev": 0.236,
  "e_homo_ha": [-0.497, -0.503],
  "total_charge": 1,
  "lumo_ev": [-4.669, -7.401],
  "homo_lumo_gap_ev": [8.844, 6.280],
  "multiplicity": 4
}

3.
{
  "formula": "C13H15MnPSe2",
  "method": "ωB97M-V/def2-TZVPD",
  "species": ["Mn", "C", "H", "H", "H", "H", "H", "Se", "P", "Se", "C", "C", "C", "C", "C", "C", "C", "C", "C", "C", "C", "C", "H", "H", "H", "H", "H", "H", "H", "H", "H", "H"],
  "coordinates": [[0.30861, 0.20358, 1.41495], [0.38664, -0.19769, -2.20694], [0.34864, -0.24681, -1.10086], [0.90738, -1.11781, -2.67321], [0.87425, 0.76223, -2.44813], [-0.54352, -0.26447, -2.66630], [-0.74859, 0.72246, 0.53250], [2.21529, -0.82650, 2.02249], [0.42158, -0.09262, 3.44901], [-1.57579, 0.55391, 2.11638], [-0.07817, -1.50653, 4.39079], [-0.22348, -1.33830, 5.77956], [-0.63818, -2.46275, 6.52355], [-0.89181, -3.68287, 5.88954], [-0.73550, -3.85603, 4.51395], [-0.31424, -2.75227, 3.75472], [0.91160, 1.29979, 4.42990], [2.27118, 1.48281, 4.72096], [2.68970, 2.45654, 5.61501], [1.69422, 3.28762, 6.16200], [0.32784, 3.17294, 5.79822], [-0.04787, 2.18602, 4.89869], [-0.06070, -0.35567, 6.21555], [-0.74536, -2.33748, 7.60548], [-1.16074, -4.55535, 6.49236], [-0.94233, -4.82076, 4.01455], [-0.19667, -2.81175, 2.67548], [3.01099, 0.81050, 4.22691], [3.74091, 2.56085, 5.88817], [1.98702, 4.03262, 6.89095], [-0.43016, 3.83703, 6.23440], [-1.12264, 2.10856, 4.53798]],
  "forces_ev_per_a": [[3.051, 0.097, -3.544], [2.466, -1.134, 0.080], [-0.156, -0.321, -0.824], [-0.165, 1.621, 1.010], [-0.062, -0.607, -0.197], [-2.013, 0.341, -0.381], [-1.128, 0.925, -2.860], [1.002, -0.451, 1.568], [3.209, -1.893, 1.593], [-6.065, 1.181, 1.740], [-0.235, -0.492, 0.829], [-0.544, -1.288, -0.576], [0.224, 0.683, -0.177], [0.203, -0.300, 0.487], [0.236, 0.778, -0.608], [-0.342, 0.279, 0.625], [0.648, 0.106, 0.258], [0.727, -0.859, -0.236], [-1.075, 0.404, -0.017], [-0.389, -0.198, -0.080], [0.935, 0.217, 0.299], [-1.508, 0.145, -0.092], [0.025, -0.321, 0.154], [-0.046, -0.301, -0.399], [-0.051, 0.393, -0.134], [0.179, 0.692, 0.466], [0.048, -0.106, 0.192], [-0.698, 0.541, 0.560], [-0.374, 0.045, -0.125], [-0.076, 0.069, -0.018], [0.490, -0.239, -0.259], [1.485, -0.007, 0.664]],
  "mulliken_charge": [-0.353, -0.662, -0.123, 0.256, 0.237, 0.304, 0.278, -0.531, 0.585, -0.436, 0.904, -0.397, -0.607, -0.349, -0.666, -0.467, 0.324, 0.108, -0.748, -0.330, -0.655, 0.194, 0.329, 0.356, 0.339, 0.357, 0.256, 0.196, 0.395, 0.366, 0.376, 0.165],
  "e_above_lowest_ev": 0.000,
  "e_homo_ha": [-0.212, -0.307],
  "lumo_ev": [-0.190, -0.968],
  "homo_lumo_gap_ev": [5.586, 7.396],
  "multiplicity": 6
}